# 1
A 2-piece molecular cluster, C4H13NO3 overall, computed with wB97M-V/def2-TZVPD.

Summary:
Structure (SMILES): C[C@@H](O)[C@@H](N)CO.O
ΔE to the lowest compared entry with this formula, charge and spin, kJ/mol: 165.5
Frontier orbital gap, eV: 10.05

```
21
Properties=species:S:1:pos:R:3:forces:R:3:nbo_charge:R:1
C 0.1023 0.3271 0.7180 -0.0010 0.2268 0.0629 -0.09
O -0.1492 0.8265 2.0232 -0.0367 -0.2615 0.3602 -0.72
C -1.1600 0.3823 -0.1554 0.0369 -0.1284 -0.3501 -0.11
C -1.0230 -0.5342 -1.3674 0.8275 -0.6493 -0.4172 0.10
C 0.0585 -0.0575 -2.3760 -0.8383 -0.4472 0.5296 -0.63
O -0.6772 -1.8869 -0.9904 0.2003 0.1056 0.1495 -0.74
N -2.4008 0.0941 0.5406 -0.1542 -0.5660 0.1826 -0.84
H 0.8710 0.9968 0.3333 0.0303 -0.1704 -0.2081 0.19
H 0.4946 -0.6933 0.7111 0.0325 0.0470 0.2540 0.18
H -0.5992 0.1471 2.5424 0.1187 0.2124 -0.1800 0.46
H -1.2546 1.3929 -0.5370 -0.1279 0.2838 -0.1350 0.19
H -1.9509 -0.6177 -1.9117 -0.5898 0.3654 0.1156 0.18
H 0.8228 -0.8298 -2.4889 0.0175 0.2649 0.0864 0.23
H -0.4460 0.0808 -3.3304 0.2882 0.1285 -0.1417 0.21
H 0.4660 0.8884 -2.0380 0.3511 0.0763 -0.1772 0.21
H -1.3888 -2.2947 -0.4833 -0.1003 0.2139 -0.1629 0.47
H -2.6774 0.8786 1.1101 0.0152 -0.0108 0.2076 0.37
H -2.3197 -0.7249 1.1467 -0.0646 0.3115 -0.1563 0.34
H 4.4186 -0.1884 1.9039 -0.2177 0.4063 -0.1719 0.47
H 4.6276 1.0575 2.7310 -0.3153 0.0445 -0.4494 0.47
O 4.1855 0.7554 1.9181 0.5276 -0.4534 0.6016 -0.93
```
Forces are in eV/Å.

=====

# 2
A 2-piece molecular cluster, C3H10N2O2 overall, computed with wB97M-V/def2-TZVPD.

Summary:
ΔE to the lowest compared entry with this formula, charge and spin, kJ/mol: 521.1
Frontier orbital gap (spin up / spin down), eV: 7.71 / 7.71

```
17
Properties=species:S:1:pos:R:3:forces:R:3:nbo_charge:R:1
C 0.3546 -1.9208 -0.1936 -0.7710 2.7570 -0.0044 -0.84
C 0.6484 1.5480 0.7022 -2.1605 -2.6755 2.6707 -0.13
C -0.1320 0.8498 -0.4282 -0.1559 3.3110 0.7943 0.37
N -2.3169 0.8482 0.4681 0.4655 0.6494 2.2363 -0.65
N -1.4654 0.9275 -0.4925 0.2465 -1.7596 -4.4047 -0.23
O 1.9822 1.1988 0.5218 2.3273 -1.0817 0.8208 -0.75
O 0.5774 1.0779 -1.5676 -1.0457 -0.4570 -1.7169 -0.71
H 0.8470 -1.6878 0.7417 -0.4954 0.5861 0.5138 0.20
H 0.3104 -2.9331 -0.1921 -0.6123 -3.2045 -0.2677 0.21
H 1.0621 -1.6300 -0.9316 0.4931 0.2754 -0.9404 0.21
H 0.1454 1.3362 1.7665 1.3473 0.2397 -2.2264 0.20
H 0.6942 2.5953 0.5797 -0.7359 1.3215 -0.4011 0.20
H -0.6301 -1.3915 -0.4127 1.4312 -1.0790 0.8137 0.22
H -3.1983 0.4914 0.1757 -0.5379 -0.0659 -0.7819 0.32
H -1.8732 0.7887 -1.5451 1.5745 0.4080 2.7330 0.37
H 2.3566 0.4469 1.0397 -1.0953 0.8432 -0.4497 0.49
H 1.5313 1.0119 -1.4272 -0.2753 -0.0682 0.6105 0.51
```
Forces are in eV/Å.

=====

# 3
One molecule with the formula C6H8ClNO4, computed with wB97M-V/def2-TZVPD.

Summary:
Structure (SMILES): CO/N=C(\Cl)C(=O)CC(=O)OC
ΔE to the lowest compared entry with this formula, charge and spin, kJ/mol: 101.8
Frontier orbital gap, eV: 9.73

```
20
Properties=species:S:1:pos:R:3:forces:R:3:nbo_charge:R:1
O -1.3962 -1.9553 -0.9492 0.3171 -0.4123 -0.3992 -0.58
O 1.2554 0.1004 -0.7987 -1.1143 1.7530 0.3949 -0.48
Cl -1.1760 3.0852 0.0399 1.3586 -0.3583 0.1899 -0.07
N 1.5301 2.7959 0.3831 -1.3280 -2.4735 -0.2787 -0.06
O 1.5259 3.9384 1.0741 -1.0656 0.7440 -0.1204 -0.33
O -0.4180 -1.9578 1.0734 1.1896 -1.1002 -0.3057 -0.52
C -0.8963 -1.3539 -0.0410 -0.9818 -0.1214 -0.0222 0.82
C 0.3337 0.8091 -0.3955 1.7832 -2.4456 -0.0336 0.51
C 0.4343 2.2145 0.0100 0.4428 3.6784 0.5204 0.11
C 2.8177 4.0289 1.7103 0.6386 -0.3388 -0.5684 -0.26
C 0.1259 -3.3524 0.8305 0.4220 1.3177 2.5741 -0.27
C -0.9769 0.1788 -0.0701 -1.0721 -0.6652 -0.9678 -0.61
H 2.8904 4.7383 2.5537 -0.9090 -0.6082 -0.2924 0.21
H 3.5235 4.3924 0.9697 0.2174 -0.0930 -0.1649 0.19
H 3.0174 2.9775 1.9232 0.6704 0.4684 0.6871 0.21
H 1.1791 -3.3429 0.8603 1.6347 1.1991 -0.0269 0.19
H 0.0274 -4.1043 1.6412 -1.5645 0.8116 -0.4287 0.21
H -0.0547 -3.6429 -0.1304 -1.4370 -1.0494 -2.2190 0.21
H -1.7032 0.4390 -0.8928 0.7531 -0.4278 0.6308 0.28
H -1.4559 0.5946 0.7917 0.0448 0.1214 0.8308 0.26
```
Forces are in eV/Å.